Model w:
Computed, not measured: 2 unconnected molecules or ions with the total composition C5H12O, with wB97M-V/def2-TZVPD.

Positions of all 18 atoms, in Å:
C1 -1.2212 -0.6022 -2.1986
C2 0.1850 0.0174 -2.3083
C3 0.9591 -0.2434 -1.0164
H1 -1.1422 -1.7120 -2.1563
H2 -1.9063 -0.2939 -2.9890
H3 -1.6517 -0.3019 -1.2342
H4 0.1414 1.0837 -2.5104
H5 0.7979 -0.3969 -3.1239
H6 0.7197 -1.2109 -0.5636
H7 2.0353 -0.1775 -1.2354
H8 0.7684 0.5534 -0.3065
C4 -0.9616 0.5542 2.5302
C5 0.3781 0.7064 2.8223
O1 1.1583 -0.3512 2.8141
H9 -1.7531 1.2431 2.8931
H10 -1.2654 -0.4132 2.1625
H11 0.7064 1.5891 3.3562
H12 2.0520 -0.0443 3.0641

E_HOMO (spin up / spin down) = -14.220 / -14.215 eV
Net charge = +1
⟨S²⟩ = 0.756
Multiplicity = 2

=====

Model x:
Computed, not measured: a gas-phase ion, C5H12O (charge +1), with wB97M-V/def2-TZVPD.

Positions of all 18 atoms, in Å:
C1 1.7202 -0.6125 -0.8670
O1 1.3323 -1.6974 -1.5688
C2 0.7779 -0.4768 0.3926
C3 -0.1597 0.6003 0.1617
C4 -1.2728 0.6039 1.1676
C5 -2.3354 1.6256 0.7068
H1 2.7144 -0.7487 -0.4387
H2 1.5278 0.2065 -1.5152
H3 1.7545 -2.4252 -1.1304
H4 0.3586 -1.4200 0.3667
H5 1.3677 -0.3953 1.3665
H6 0.2042 1.6867 0.0948
H7 -0.7611 0.5595 -0.7714
H8 -1.6002 -0.3815 1.0985
H9 -1.0726 0.6968 2.2582
H10 -1.7850 2.4563 0.7163
H11 -3.1394 1.7450 1.4338
H12 -2.6078 1.1559 -0.2993

E_HOMO (spin up / spin down) = -15.599 / -15.502 eV
Net charge = +1
⟨S²⟩ = 0.754
Multiplicity = 2

=====

From most stable to least stable, the computed energies give model w, model x.

=====

Model w:
Computed, not measured: 2 unconnected molecules or ions with the total composition C3H11N2S, with wB97M-V/def2-TZVPD.

Positions of all 17 atoms, in Å:
C1 -1.3459 -2.1766 0.3160
S1 0.0616 -2.4410 1.4848
H1 -0.9907 -2.3719 -0.6925
H2 -2.1416 -2.8702 0.5656
H3 -1.7072 -1.1573 0.4197
H4 -0.3398 -1.5671 2.4233
C2 0.1442 1.7501 -0.6523
C3 1.1085 1.0310 -0.0534
N1 1.4381 -0.2955 -0.6148
N2 -0.4422 2.8862 -0.2318
H5 -0.2081 1.4270 -1.6313
H6 1.6622 1.3089 0.8275
H7 1.1125 -1.0502 0.0289
H8 0.9037 -0.3995 -1.4799
H9 2.4364 -0.3902 -0.8165
H10 -0.3489 3.2014 0.7180
H11 -1.3428 3.1150 -0.6112

E_HOMO = -12.988 eV
Net charge = +1

=====

Model x:
Computed, not measured: a gas-phase ion, C3H11N2S (charge +1), with wB97M-V/def2-TZVPD.

Positions of all 17 atoms, in Å:
C1 2.1060 -0.5890 -1.3652
C2 0.5167 -0.5923 -1.2208
N1 0.2655 -0.1222 0.2036
C3 -1.1603 -0.0512 0.7102
N2 -1.3172 0.4228 2.1948
S1 -2.2004 0.9911 -0.4376
H1 2.3126 0.4415 -1.8227
H2 2.6387 -0.6488 -0.3237
H3 2.3002 -1.4605 -1.9748
H4 0.1837 -1.6667 -1.3768
H5 -0.0828 0.0842 -1.7554
H6 0.8483 0.7378 0.3546
H7 0.7215 -0.6567 0.9745
H8 -1.7299 -0.8981 0.6064
H9 -2.2738 0.6698 2.4997
H10 -0.8301 1.3075 2.3417
H11 -2.2988 2.0307 0.3915

E_HOMO = -13.743 eV
Net charge = +1
SMILES string = CC[NH2+][C@@H](N)S

=====

From most stable to least stable, the computed energies give model w, model x.

=====

Model w:
Computed, not measured: 2 unconnected molecules or ions with the total composition C3H11N2S, with wB97M-V/def2-TZVPD.

Positions of all 17 atoms, in Å:
C1 2.7191 -0.9532 0.0239
S1 0.9384 -0.6632 0.1209
C2 0.9525 1.0976 1.0049
H1 3.2087 -0.3066 -0.8017
H2 3.3215 -0.8542 0.9998
H3 2.8548 -2.1407 -0.2392
H4 0.6228 0.7341 2.0039
H5 0.3876 2.0586 0.7716
H6 2.0199 1.6472 0.9073
N1 -1.9283 0.1862 -1.7435
C3 -2.5294 0.2286 -0.5377
N2 -1.9013 -0.4179 0.5056
H7 -1.0398 -0.3401 -1.9497
H8 -2.4416 0.6976 -2.5070
H9 -3.5510 0.6929 -0.4841
H10 -0.9777 -0.9262 0.7512
H11 -2.6561 -0.7406 1.1739

E_HOMO = -12.782 eV
Net charge = +1

=====

Model x:
Computed, not measured: 2 unconnected molecules or ions with the total composition C3H11N2S, with wB97M-V/def2-TZVPD.

Positions of all 17 atoms, in Å:
C1 0.6877 0.2394 0.4181
N1 1.9412 3.1697 -1.2043
C2 1.2796 2.0715 -0.8782
N2 1.7055 1.1198 -0.0981
H1 1.2171 -0.7062 0.6615
H2 0.0069 0.0418 -0.4324
H3 0.1625 0.6215 1.2424
H4 2.9139 3.2398 -0.9375
H5 1.5911 3.7884 -1.9237
H6 0.2578 1.9463 -1.3190
H7 2.5509 1.1723 0.4601
C3 -1.6338 -2.2617 -0.5912
S1 -1.8215 -2.0440 1.2107
H8 -0.6174 -1.9892 -0.9028
H9 -1.8706 -3.3026 -0.8816
H10 -2.4608 -1.7350 -1.0703
H11 -2.1342 -0.6942 1.1556

E_HOMO = -11.938 eV
Net charge = +1

=====

From most stable to least stable, the computed energies give model x, model w.

=====

Model w:
Computed, not measured: 2 unconnected molecules or ions with the total composition C5H14N, with wB97M-V/def2-TZVPD.

Positions of all 20 atoms, in Å:
C1 0.2392 -0.0289 -1.1453
C2 -0.2506 0.5727 0.1807
C3 -1.7196 0.2172 0.5350
C4 -2.7750 0.7547 -0.4408
C5 -1.8499 -1.3039 0.7716
N1 0.5016 0.0384 1.2751
H1 -0.3538 0.2669 -2.0400
H2 0.2485 -1.1100 -1.0329
H3 1.3285 0.2486 -1.2583
H4 -0.1846 1.6351 0.0540
H5 -1.7969 0.6933 1.4600
H6 -2.7191 0.2589 -1.4666
H7 -2.6692 1.8671 -0.5437
H8 -3.7345 0.5848 -0.1291
H9 -1.8794 -1.8655 -0.1553
H10 -2.7141 -1.5662 1.3329
H11 -0.8925 -1.6391 1.2943
H12 1.2689 0.6336 1.6287
H13 9.6866 -0.0387 -0.3617
H14 10.2659 -0.2189 0.0416

E_HOMO = -15.984 eV
Net charge = +1

=====

Model x:
Computed, not measured: 2 unconnected molecules or ions with the total composition C5H14N, with wB97M-V/def2-TZVPD.

Positions of all 20 atoms, in Å:
C1 -1.9479 0.9790 -0.3799
C2 -0.7871 0.0555 0.0604
C3 0.4739 0.9054 -0.1794
C4 1.8936 0.1621 -0.2758
C5 2.1125 -0.6284 1.0233
N1 -0.6735 -1.2333 -0.6161
H1 -2.0310 1.0578 -1.5320
H2 -2.9644 0.5101 -0.1687
H3 -1.9128 1.9683 0.0636
H4 -0.9648 -0.0200 1.3113
H5 0.4703 1.7165 0.5504
H6 0.4273 1.3238 -1.2592
H7 2.7123 0.9125 -0.5379
H8 1.9105 -0.4267 -1.2465
H9 2.4726 0.0588 1.8578
H10 2.8950 -1.4291 0.8526
H11 1.2104 -1.2042 1.3185
H12 -3.0148 -1.3415 0.0451
H13 -1.7067 -1.2570 -0.7388
H14 -0.5756 -2.1095 -0.1489

E_HOMO = -14.856 eV
Net charge = +1

=====

Model y:
Computed, not measured: 2 unconnected molecules or ions with the total composition C5H14N, with wB97M-V/def2-TZVPD.

Positions of all 20 atoms, in Å:
C1 2.0758 1.1317 -0.4109
C2 2.6712 -0.0245 -0.6663
H1 1.5593 1.6772 -1.1924
H2 2.1106 1.5656 0.5812
H3 2.7437 -0.4065 -1.6779
H4 3.1594 -0.6068 0.1058
C3 -1.3181 0.8258 1.8013
C4 -1.4900 0.3525 0.3673
N1 -0.5266 -0.7547 0.0479
C5 -0.7579 -1.3743 -1.2877
H5 -0.2927 1.1501 1.9805
H6 -1.9631 1.6889 1.9428
H7 -1.5756 0.0415 2.5110
H8 -2.4844 -0.0578 0.2106
H9 -1.2982 1.1468 -0.3482
H10 -0.5935 -1.4598 0.7825
H11 0.4336 -0.3710 0.0714
H12 -1.8000 -1.6659 -1.3636
H13 -0.1030 -2.2320 -1.4067
H14 -0.5505 -0.6267 -2.0485

E_HOMO = -14.481 eV
Net charge = +1

=====

From most stable to least stable, the computed energies give model y, model w, model x.